# 1
Density functional theory data (ωB97M-V/def2-TZVPD) for one molecule with the formula C2H3ClO2S.

Properties
**Energy above the lowest of the compared OMol25 structures with the same formula, charge and spin**: 133.47 kJ/mol
**E_LUMO**: -0.097 eV

Each line ends with the natural charge from an NBO analysis.
Atoms and positions in Å:
O (1.7915, -1.0205, -0.6187)  -0.696
Cl (3.0444, 1.4925, -0.1687)  -0.327
S (2.8872, -0.5613, 0.4258)  1.593
O (4.1043, -1.1500, -0.0191)  -0.864
H (-0.0663, -1.1041, -1.4208)  0.224
C (0.1455, 0.2676, 0.3363)  -0.487
H (-0.8470, 0.3995, 0.3397)  0.207
H (0.6887, 0.7421, 1.1621)  0.228
C (0.5151, -0.6168, -0.5558)  0.121


# 2
Density functional theory data (ωB97M-V/def2-TZVPD) for C42H42GaN5O7P2S as an isolated structure.

Properties
**Energy above the lowest of the compared OMol25 structures with the same formula, charge and spin**: 20.54 kJ/mol
**E_LUMO**: -4.563 eV
**Total charge**: +2

Each line ends with the Mulliken charge.
Atoms and positions in Å:
H (3.6038, 1.5858, -3.0837)  0.472
C (1.1458, -3.8310, 5.0234)  -0.949
C (-1.4055, 2.2188, -0.9698)  -0.077
O (-1.8662, -2.8969, -5.4920)  -0.658
C (2.5802, 1.6002, -1.1999)  -0.107
C (-3.1706, 3.3072, 2.2109)  -0.337
C (-2.3149, -1.3472, 4.6825)  -1.193
P (-1.5514, 1.6139, 0.6876)  0.580
C (1.5486, -3.1891, 2.7215)  0.289
C (-1.1059, 3.2422, -3.5206)  -0.542
P (1.3983, 1.6349, 1.2718)  0.337
H (-0.5279, 1.2510, -4.0865)  0.371
H (1.7135, 4.4207, 0.5086)  0.376
C (-1.5490, 4.0730, -2.4945)  -0.925
C (0.0224, -1.3752, -6.5005)  -0.491
N (-0.5386, -3.3878, -2.2802)  0.300
H (1.3630, -2.6654, -4.1973)  0.307
H (3.9411, -5.3080, 3.8617)  0.462
C (-0.4435, -2.2919, 3.9144)  0.596
C (-0.8556, -0.2158, -6.9703)  -1.024
H (-1.7859, 5.1094, -2.6958)  0.460
C (-0.8311, 1.9035, -3.2792)  -0.639
N (-0.9344, -1.5057, 2.9461)  0.712
C (4.4981, 1.4778, 3.8161)  -0.792
H (-2.6944, -0.2543, 2.8223)  0.621
O (-4.0539, -3.0380, -2.3582)  -0.620
C (2.0461, 2.3998, -0.1923)  0.722
H (2.7316, 5.4581, -1.4739)  0.470
C (-0.9714, 1.3848, -1.9990)  0.267
H (0.8257, -3.9051, -5.3615)  0.632
H (0.7031, -4.8497, -3.1064)  0.402
H (-1.8205, -0.5768, -7.3225)  0.353
H (3.2920, -4.0438, 1.8377)  0.459
H (2.0981, -2.3951, -0.4369)  0.164
H (-2.2891, 3.8794, 2.4728)  0.386
C (-0.2147, 2.3446, 1.6660)  -1.899
H (1.0198, -1.0498, -6.1965)  0.352
H (2.9031, 4.0944, 5.2692)  0.444
C (0.7621, -3.1069, 3.8834)  1.074
C (3.0513, -4.6914, 3.8710)  -0.560
H (2.5464, -5.1700, 5.9150)  0.426
H (5.3918, 0.8779, 3.9265)  0.447
C (3.2231, 3.5820, -2.3991)  -0.602
C (3.1754, 2.1979, -2.3014)  -0.761
C (1.7268, -2.8522, -1.3486)  -1.492
H (-4.1676, 0.5789, 0.4355)  0.398
C (3.0971, 3.2887, 4.5736)  -0.817
O (-2.8944, -4.6179, -3.2694)  -0.616
H (0.1071, -2.1606, -7.2522)  0.478
H (-2.6747, -1.9345, -0.2988)  0.871
S (-0.7164, -2.1375, -5.0845)  1.076
O (-0.8357, -1.1507, -4.0280)  -0.394
C (-1.7114, 3.5611, -1.2199)  -1.074
C (-2.1016, -0.9142, 3.4258)  -0.335
C (0.2411, -2.7883, -1.3655)  1.426
C (-1.8386, -2.3342, -0.8444)  -0.663
H (-0.4186, 2.1147, 2.7167)  0.786
N (-3.0166, -3.5966, -2.6281)  1.181
H (-3.1019, -1.1399, 5.3854)  0.459
H (-0.9038, -4.7169, -3.8133)  0.528
C (2.1989, 3.0257, 3.5494)  -0.345
C (2.4582, 1.9910, 2.6526)  0.609
H (-6.3529, 1.2986, 1.3208)  0.462
O (1.2794, 0.1277, 1.0520)  1.190
C (-4.4063, 3.7089, 2.6988)  -0.741
C (-1.8421, -3.0848, -1.9571)  -0.218
H (-0.9965, 3.6403, -4.5210)  0.483
N (-1.2706, -2.2038, 4.9704)  -0.068
H (-0.7769, 0.3332, -1.8115)  0.499
H (-0.1886, 3.4281, 1.5325)  1.013
H (3.8057, 0.3992, 2.0965)  0.392
C (2.6974, -3.9904, 2.7406)  -0.859
H (-1.0269, 0.4998, -6.1675)  0.154
N (-0.5238, -2.1441, -0.4825)  0.276
C (3.6112, 1.2116, 2.7867)  -0.618
Ga (-0.0270, -1.2590, 1.2262)  -1.199
H (1.3083, 3.6356, 3.4559)  0.400
C (2.2716, -4.6167, 5.0283)  -1.004
C (2.6866, 4.3800, -1.3942)  -0.808
C (-5.5456, 2.9843, 2.3785)  -0.600
H (2.5335, 0.5209, -1.1126)  0.349
H (-4.4789, 4.5856, 3.3288)  0.446
H (0.5525, -3.7860, 5.9294)  0.375
H (-1.1471, -2.6985, 5.8379)  0.162
H (-6.5076, 3.2997, 2.7608)  0.421
C (-5.4605, 1.8569, 1.5707)  -0.750
H (3.6853, 4.0451, -3.2612)  0.441
H (-0.3611, 0.2960, -7.7934)  0.410
C (-4.2325, 1.4519, 1.0751)  -0.468
O (1.2441, -2.5558, 1.5958)  0.033
H (4.9387, 2.7223, 5.5062)  0.424
H (2.1532, -2.3405, -2.2115)  0.285
H (2.0703, -3.8874, -1.3639)  0.468
C (0.5195, -3.2710, -4.5273)  -0.736
C (4.2415, 2.5159, 4.7044)  -0.558
O (-1.4430, 0.0970, 0.7875)  -0.031
C (-3.0824, 2.1777, 1.3955)  0.778
C (2.1059, 3.7918, -0.2840)  -0.484
H (-2.0837, 4.2002, -0.4268)  0.506
C (-0.0582, -4.1493, -3.4421)  -1.208


# 3
Density functional theory data (ωB97M-V/def2-TZVPD) for a 5-piece molecular cluster, C31H78F6N3O3P2 overall.

Properties
**E_LUMO**: -6.143 eV
**Total charge**: +3

Each line ends with the Mulliken charge.
Atoms and positions in Å:
H (-14.9593, -8.5415, -12.8807)  0.322
F (-21.2291, -7.5028, -11.1068)  -0.652
C (-16.1489, -5.7616, -12.7720)  0.097
H (-20.5446, -11.5685, -10.5310)  0.285
H (-21.0856, 0.6863, -10.4905)  0.389
H (-18.9799, -8.2045, -6.7170)  0.333
H (-14.6616, -7.3209, -15.5457)  0.405
H (-24.2111, -6.5079, -13.6559)  -0.253
C (-20.9481, -0.3878, -10.3657)  -0.840
H (-18.0182, -7.2559, -14.4752)  0.246
H (-24.4700, -3.0990, -13.7110)  0.282
H (-21.4398, -0.7489, -9.4624)  0.342
H (-21.0548, -10.7146, -9.1076)  0.002
H (-25.1084, -7.3871, -10.8324)  1.001
H (-25.8258, -6.6922, -13.1432)  0.535
F (-21.5317, -6.1143, -12.9940)  -0.485
H (-26.0875, -3.8301, -13.6625)  0.403
H (-28.0929, -10.8006, -12.7916)  0.398
H (-24.7913, 0.3364, -11.8980)  0.431
H (-24.3085, -12.0911, -10.9812)  0.329
C (-23.3179, -9.5552, -14.8544)  -0.917
H (-21.2451, -9.4809, -15.4158)  0.266
H (-22.4847, -9.6208, -10.5019)  -0.016
H (-21.0034, -5.3840, -5.8937)  0.436
C (-28.0209, -9.9558, -12.1066)  -0.807
H (-24.5078, -5.4571, -6.8489)  0.406
H (-24.1064, 2.1382, -10.6747)  0.343
H (-19.6639, -7.5860, -8.7234)  0.483
F (-18.9506, -6.8663, -11.1553)  -0.504
H (-17.1555, -5.8306, -15.2214)  0.405
H (-26.0282, -9.0931, -13.5167)  0.474
H (-22.0046, -9.7108, -13.1453)  1.153
H (-19.8006, -0.6956, -12.8267)  0.377
F (-19.4805, -5.4579, -12.9629)  -0.340
H (-24.8487, -4.5793, -14.4602)  0.355
H (-22.5199, -4.5072, -5.6957)  0.406
H (-25.4703, -10.7530, -13.0776)  0.753
C (-14.5694, -6.5602, -14.7705)  -0.802
H (-22.4456, -8.0587, -13.4404)  -0.432
C (-22.7326, -7.2269, -5.8575)  -0.731
H (-14.6088, -5.4980, -15.0119)  0.306
H (-22.5042, -13.2343, -10.0506)  0.442
H (-21.9093, -7.3534, -5.1545)  0.328
H (-25.5081, -4.7862, -11.5880)  0.465
C (-20.1356, -7.0338, -7.9107)  -0.803
H (-24.1341, -9.8301, -9.8964)  0.904
H (-23.0380, -12.1850, -8.7731)  0.396
C (-26.6271, -9.9174, -11.5720)  -0.656
H (-15.3943, -4.8882, -10.9302)  0.418
H (-23.4321, -7.0359, -11.1648)  -0.440
C (-22.2288, -9.3240, -15.8581)  -0.590
H (-13.7616, -6.7322, -14.0591)  0.359
C (-21.8534, -4.9611, -6.4291)  -0.834
C (-23.4643, -10.0406, -10.7302)  -0.851
H (-20.1688, -2.8129, -11.7429)  0.452
O (-13.9336, -5.2515, -12.1852)  -0.524
C (-21.0325, -11.7035, -9.5656)  -0.778
C (-22.1446, -7.8974, -16.3907)  -0.728
C (-25.0218, -4.0231, -13.5390)  -1.345
C (-22.8211, -9.0804, -13.4976)  -0.028
H (-23.5818, -6.7921, -5.3303)  0.399
O (-19.8548, -7.8116, -6.6750)  -0.550
H (-22.2206, -7.7811, -8.4772)  0.376
H (-28.3359, -9.2120, -12.8385)  0.492
P (-24.0998, -9.0854, -12.1681)  0.505
H (-26.3591, -10.7400, -10.9090)  0.320
H (-23.7551, -4.8130, -11.8566)  -0.161
H (-29.8486, -10.8584, -11.1455)  0.395
H (-21.7746, -3.0220, -12.3382)  0.385
H (-19.5423, -6.1194, -7.8994)  0.382
H (-23.6751, -10.5843, -14.8938)  0.447
H (-22.8269, -11.7906, -11.8854)  0.415
H (-16.1316, -4.8245, -13.3285)  0.443
C (-23.8587, -5.8237, -7.6441)  -0.903
H (-22.3582, -7.7596, -17.4507)  0.331
C (-24.3468, -7.4259, -11.6113)  -0.424
F (-20.0268, -7.7526, -13.0807)  -0.516
H (-21.1728, 0.4977, -13.0182)  0.413
H (-14.8792, -6.5343, -11.0061)  0.341
N (-21.5738, -1.0124, -11.6549)  0.201
C (-23.3525, -11.5680, -10.9568)  -0.639
H (-23.5005, -1.2625, -10.8577)  0.408
N (-22.5121, -6.2243, -7.0620)  0.023
H (-22.1949, -10.0192, -16.6970)  0.490
H (-16.8351, -7.4562, -15.7453)  0.420
C (-21.6864, -6.8778, -8.1822)  -0.065
C (-15.9541, -8.2310, -13.2000)  -0.756
H (-19.8930, -0.6022, -10.1956)  0.340
C (-24.7266, -4.9690, -12.3256)  0.074
H (-23.4829, 1.0151, -12.7903)  0.350
H (-21.1207, -7.5333, -16.3052)  0.189
H (-21.5443, -2.8260, -10.5889)  0.423
H (-26.6806, -9.0434, -10.9228)  0.322
H (-16.6452, -8.2415, -12.3571)  0.265
H (-24.2571, -6.6706, -8.2029)  0.352
O (-23.4252, 1.4678, -10.7650)  -0.490
C (-17.0819, -6.8590, -14.8675)  -0.830
H (-22.9733, -8.1468, -6.3903)  0.335
H (-24.1416, -8.9678, -15.2600)  0.303
H (-22.7396, -7.2959, -15.7035)  0.007
C (-23.1105, -0.8425, -11.7849)  -0.059
H (-17.1614, -5.9700, -12.4264)  -0.243
H (-28.6713, -10.5866, -10.0273)  0.341
H (-21.6598, -6.1241, -8.9691)  -0.078
N (-15.8603, -6.8778, -13.8615)  -0.023
H (-21.4586, -4.2552, -7.1598)  0.251
C (-29.0087, -10.1832, -10.9821)  -1.340
H (-21.3982, -1.1227, -13.7503)  0.348
C (-23.7291, 0.5701, -11.8263)  -0.799
C (-15.1335, -5.6796, -11.6330)  -0.651
H (-13.3193, -5.0111, -11.4878)  0.329
F (-20.7027, -5.2761, -11.0623)  -0.436
H (-20.5904, -12.4281, -8.8818)  0.398
H (-29.4251, -9.2023, -10.7530)  0.298
C (-25.6780, -9.7456, -12.7168)  -0.905
C (-24.8290, -6.4762, -12.7586)  -0.482
H (-23.4452, -1.4739, -12.6079)  0.046
C (-21.1996, -2.5032, -11.5712)  -1.269
H (-16.3017, -8.9553, -13.9366)  0.413
P (-20.3179, -6.5018, -12.0232)  2.071
C (-22.5478, -12.1884, -9.7467)  -0.893
H (-23.5775, -5.0150, -8.3187)  0.380
C (-20.8681, -0.5485, -12.9905)  -0.885


Going through the records in order, we get frontier orbital gap values of 10.17 8.10 10.36 eV.